[1]
The following is a DFT calculation (wB97M-V/def2-TZVPD) of a molecular structure, C33H33F5N6PPd in a non-equilibrium geometry.

The HOMO-LUMO gap (spin up / spin down) is 3.09 / 3.10 eV. The electronic energy comes out at -2573.31828 Ha. The HOMO energy (spin up / spin down) comes out at -0.570 / -0.570 Eh. As for the LUMO energy (spin up / spin down): -12.43 / -12.42 eV. As for the net charge: +3. As for the energy above the lowest of the compared OMol25 structures with the same formula, charge and spin: 101.5 kcal per mole.

The geometry in XYZ format:
```
79
Properties=species:S:1:pos:R:3:forces:R:3:mulliken_charge:R:1
Pd 0.185 -0.281 1.238 0.518 0.420 0.752 0.3690
N -0.984 -1.468 2.985 0.293 0.796 -0.702 -0.4424
C -0.081 -2.395 3.670 0.396 -0.108 0.101 -0.2513
C 1.100 -1.590 4.186 -0.460 -0.215 0.105 -1.2049
N 1.830 -0.981 3.075 -0.295 0.713 -0.368 0.2781
C 2.919 -1.789 2.509 0.151 -0.246 -0.464 -1.1164
C 2.611 -2.227 1.087 0.258 -0.317 0.232 -0.1772
N 2.174 -1.056 0.321 -0.886 -0.480 -0.546 -0.4773
H -1.802 -1.955 2.635 -0.012 -0.029 -0.092 0.2090
H -1.311 -0.771 3.650 -0.083 0.102 -0.110 0.2789
H -0.580 -2.889 4.507 -0.052 0.033 -0.043 0.4975
H 0.236 -3.168 2.966 -0.017 0.005 0.012 0.1998
H 0.720 -0.797 4.835 0.087 0.037 0.005 0.4317
H 1.751 -2.227 4.790 0.053 0.074 -0.050 0.4449
H 2.185 -0.080 3.361 0.090 0.046 0.085 0.2706
H 3.838 -1.200 2.502 -0.036 0.028 0.093 0.4010
H 3.101 -2.680 3.113 0.003 0.099 0.089 0.3634
H 3.502 -2.693 0.657 -0.034 0.036 -0.040 0.5772
H 1.811 -2.968 1.073 0.052 0.016 0.046 -0.0550
H 2.840 -0.296 0.427 -0.119 0.237 -0.049 0.2630
H 2.107 -1.279 -0.666 0.175 0.003 -0.098 0.2591
C -3.073 -0.413 -0.048 0.545 0.408 0.410 -1.5323
P -1.553 -1.395 -0.237 -1.295 -0.779 -0.530 1.5437
C -1.842 -3.015 0.512 0.618 0.443 0.011 0.3513
C -3.034 -3.359 1.150 -0.219 0.142 0.079 -0.3065
C -3.182 -4.631 1.689 -0.082 0.155 -0.032 -0.8410
C -2.148 -5.554 1.601 0.056 -0.023 0.015 -0.6630
C -0.964 -5.221 0.951 0.083 0.025 -0.004 -1.2379
C -0.803 -3.949 0.431 0.134 -0.023 -0.041 -0.7600
C -1.470 -1.714 -2.025 0.722 0.601 0.654 1.0312
C -1.542 -3.007 -2.549 0.023 -0.414 -0.091 -0.3067
C -1.687 -3.183 -3.917 -0.031 -0.104 0.231 -0.8568
C -1.736 -2.088 -4.766 0.024 -0.021 -0.007 -0.5940
C -1.629 -0.802 -4.250 0.017 0.211 0.143 -0.8639
C -1.473 -0.614 -2.889 -0.003 0.397 -0.165 -0.3291
H -3.909 -0.949 -0.499 0.135 -0.179 -0.067 0.5608
H -2.947 0.532 -0.575 -0.010 0.022 0.000 0.4178
H -3.280 -0.208 1.003 -0.002 0.037 -0.008 0.4407
H -3.856 -2.656 1.207 -0.026 -0.041 0.038 0.4559
H -4.112 -4.905 2.168 -0.014 0.017 0.003 0.4966
H -2.264 -6.533 2.045 -0.023 -0.053 -0.065 0.4842
H -0.175 -5.955 0.849 0.028 0.006 0.040 0.4953
H 0.115 -3.674 -0.077 0.020 -0.130 -0.032 0.9587
H -1.538 -3.872 -1.906 -0.017 -0.035 -0.027 0.4703
H -1.780 -4.185 -4.313 0.005 -0.008 0.004 0.4701
H -1.856 -2.236 -5.831 -0.004 0.004 -0.024 0.4481
H -1.673 0.051 -4.914 0.017 0.018 0.032 0.5066
H -1.377 0.389 -2.488 -0.045 0.002 -0.071 0.1387
N 2.986 6.421 -7.205 -0.288 -0.577 1.007 -0.3930
C 2.619 5.854 -6.265 0.506 1.027 -1.786 -0.0859
C 2.109 5.149 -5.154 -0.482 -0.760 1.201 0.4986
C 1.591 5.864 -4.045 0.664 -0.409 -1.254 -0.9415
C 1.114 5.173 -2.966 -0.246 -1.338 0.494 -0.5920
C 1.120 3.761 -2.982 0.949 1.164 -1.883 1.2459
C 1.643 3.048 -4.084 -0.735 0.251 1.233 -0.1966
C 2.124 3.730 -5.165 0.262 1.419 -0.281 -1.0216
N 0.552 3.062 -1.921 -0.491 -1.574 1.550 0.3286
C -0.527 3.474 -1.160 0.248 -0.458 -0.111 -0.6968
C -0.788 2.457 -0.302 -0.111 -0.089 0.176 -1.2531
N 0.121 1.427 -0.507 -1.032 -0.683 1.730 1.1013
C 0.903 1.812 -1.477 0.510 1.027 -0.752 -1.4052
H 1.585 6.946 -4.051 0.052 -0.036 -0.058 0.4884
H 0.747 5.716 -2.106 -0.040 -0.040 0.054 0.4467
H 1.627 1.967 -4.100 -0.064 -0.063 0.024 0.2832
H 2.506 3.198 -6.025 0.038 0.100 -0.008 0.4589
H -1.028 4.416 -1.297 0.048 -0.005 -0.118 0.5760
H -1.566 2.396 0.439 0.029 0.033 0.036 0.6132
H 1.739 1.255 -1.867 0.028 0.133 -0.093 0.5922
F -1.882 1.231 3.333 -0.075 0.255 0.134 -0.4461
C -0.723 1.915 3.283 -0.370 -0.571 -0.250 0.5681
C 0.267 1.470 2.431 -0.378 -0.335 -0.009 -0.1353
C 1.444 2.193 2.372 0.342 -0.653 -0.741 0.7198
F 2.409 1.758 1.526 0.018 0.279 0.272 -0.3841
C 1.670 3.308 3.159 -0.013 0.139 0.097 0.3333
F 2.811 3.969 3.091 -0.218 -0.192 -0.022 -0.2490
C 0.662 3.721 4.029 0.013 0.174 0.116 0.5076
F 0.855 4.764 4.804 -0.040 -0.142 -0.166 -0.2392
C -0.547 3.035 4.082 0.067 0.117 0.035 0.4254
F -1.506 3.444 4.888 0.072 -0.120 -0.078 -0.2450
```
Forces are in eV/Å.

[2]
The following is a DFT calculation (wB97M-V/def2-TZVPD) of a single C3H5NO2 molecule.

The HOMO-LUMO gap is 11.44 eV. The electronic energy comes out at -322.47410 Ha. The HOMO energy comes out at -0.382 Eh. As for the LUMO energy: 1.05 eV. As for the net charge: 0. As for the energy above the lowest of the compared OMol25 structures with the same formula, charge and spin: 62.9 kcal per mole.

The geometry in XYZ format:
```
11
Properties=species:S:1:pos:R:3:forces:R:3:mulliken_charge:R:1
H 2.689 0.684 0.937 0.038 0.073 0.001 0.2634
N 1.708 0.901 1.097 0.052 -0.018 -0.267 -0.5735
C 1.093 0.903 0.002 0.239 -0.026 0.355 0.1412
O -0.239 1.224 0.004 0.051 -0.006 0.179 -0.3932
C -1.066 0.188 -0.388 -0.240 0.027 -0.283 0.1252
C -1.010 -1.160 0.160 -0.210 -0.130 0.282 -0.4228
O -0.443 -0.841 -1.117 -0.079 0.105 -0.326 -0.4150
H 1.502 0.686 -0.990 -0.059 0.074 0.212 0.3682
H -2.008 0.600 -0.737 0.123 -0.127 -0.242 0.3962
H -0.338 -1.399 0.979 0.187 0.042 -0.196 0.2442
H -1.887 -1.787 0.054 -0.103 -0.014 0.285 0.2661
```
Forces are in eV/Å.

[3]
The following is a DFT calculation (wB97M-V/def2-TZVPD) of 8 unconnected molecules or ions with the total composition C4H23NO9 in a non-equilibrium geometry.

The HOMO-LUMO gap is 7.27 eV. The electronic energy comes out at -898.08688 Ha. The HOMO energy comes out at -0.074 Eh. As for the LUMO energy: 5.26 eV. As for the net charge: -2. As for the energy above the lowest of the compared OMol25 structures with the same formula, charge and spin: 41.5 kcal per mole.

The geometry in XYZ format:
```
37
Properties=species:S:1:pos:R:3:forces:R:3:mulliken_charge:R:1
C -0.318 -0.255 1.536 0.973 -0.358 0.711 -0.6696
C 0.756 -0.916 0.597 -0.671 0.456 -0.230 0.5167
C 1.392 -2.239 1.111 2.095 1.251 -0.810 -0.3161
O 2.836 -2.150 1.051 -0.052 -0.010 -0.904 -0.5931
N -1.723 -0.231 1.158 -1.110 0.594 -0.555 -0.4704
C -2.058 1.006 0.413 3.078 1.754 -1.167 -0.3292
O -2.433 2.124 1.144 -0.637 -0.734 -0.031 -1.0389
H 0.042 0.796 1.743 -0.355 -0.933 0.161 0.2998
H -0.237 -0.902 2.444 -0.201 0.912 -0.175 0.2865
H 0.445 -1.001 -0.451 -0.499 -0.287 0.193 0.4226
H 1.536 -0.165 0.464 0.310 -0.326 0.419 -0.4708
H 1.229 -2.370 2.186 -0.702 -0.472 -0.314 0.3559
H 1.221 -3.076 0.428 -1.110 -0.274 0.634 -0.0077
H -2.297 -0.105 1.993 0.391 -0.519 0.069 0.3189
H -2.592 0.904 -0.530 -1.463 -0.874 0.210 0.3276
H -1.077 1.274 -0.112 -0.198 -0.313 0.541 0.1844
H 3.211 1.257 0.353 -0.011 -0.037 -0.023 0.2704
H 3.319 0.327 -0.866 0.067 -0.053 -0.147 0.4623
O 3.486 1.257 -0.568 0.013 0.006 0.046 -0.7160
H 3.221 -2.917 -1.422 -0.310 -1.263 -1.006 0.4339
H 2.019 -4.006 -1.517 0.166 0.113 0.012 0.2457
O 2.978 -3.957 -1.597 0.240 1.168 0.323 -0.7210
H -2.571 3.334 -0.115 0.363 -0.141 0.677 0.3595
H -2.604 4.889 -0.347 -0.081 -0.120 0.225 0.2341
O -2.370 4.060 -0.767 -0.194 0.074 -0.477 -0.6419
H -2.681 1.791 2.636 -0.268 -0.318 0.159 0.3610
H -2.235 2.010 4.103 0.026 -0.130 0.133 0.2646
O -2.845 1.453 3.611 0.154 0.500 -0.402 -0.7264
H 4.391 -1.220 -1.127 0.038 -0.155 -0.150 0.2356
H 3.071 -2.091 0.044 -0.166 0.689 1.582 0.2490
O 3.488 -1.390 -1.421 0.046 -0.302 0.326 -1.1361
H -1.183 5.017 -2.659 0.234 0.061 -0.265 0.2993
H -1.647 3.666 -2.759 0.078 -0.177 -0.194 0.3699
O -1.189 4.311 -3.320 -0.267 0.157 0.367 -0.6515
H -2.475 -2.940 -1.452 0.856 -0.521 -0.330 0.3586
H -1.475 -3.997 -2.182 0.059 0.705 0.452 0.3234
O -2.383 -3.749 -1.987 -0.889 -0.122 -0.060 -0.6912
```
Forces are in eV/Å.

[4]
The following is a DFT calculation (wB97M-V/def2-TZVPD) of a single C5H7NO molecule.

The HOMO-LUMO gap is 8.48 eV. The electronic energy comes out at -324.47261 Ha. The HOMO energy comes out at -0.335 Eh. As for the LUMO energy: -0.64 eV. As for the net charge: 0. As for the energy above the lowest of the compared OMol25 structures with the same formula, charge and spin: 158.0 kcal per mole.

The geometry in XYZ format:
```
14
Properties=species:S:1:pos:R:3:forces:R:3:mulliken_charge:R:1
C -0.813 1.447 -0.547 -0.027 0.045 -0.045 -1.4499
C -0.282 0.268 0.275 -0.061 -0.017 0.069 0.5280
C -0.463 -1.081 -0.456 0.149 -0.128 0.007 -0.6597
C -0.060 -2.355 0.158 -0.134 0.343 0.031 -0.4706
O 3.463 0.107 1.015 -0.095 0.070 -0.005 -0.6678
C 1.150 0.416 0.603 0.899 -0.176 0.153 -0.0078
N 2.282 0.244 0.800 -0.853 0.148 -0.154 0.5156
H -0.703 2.391 -0.006 0.008 -0.140 -0.076 0.3778
H -1.876 1.298 -0.763 0.157 0.009 0.041 0.3676
H -0.278 1.531 -1.499 -0.059 -0.021 0.145 0.3450
H -0.832 0.221 1.225 0.106 -0.009 -0.125 0.2339
H -1.547 -1.315 -0.551 0.039 -0.040 0.005 0.3870
H -0.126 -1.012 -1.500 -0.086 -0.031 0.109 0.2978
H 0.085 -2.159 1.247 -0.044 -0.052 -0.156 0.2032
```
Forces are in eV/Å.

The lowest electronic energy belongs to which entry?
C33H33F5N6PPd